An isolated molecule of C5H9O5, computed with ωB97M-V with the def2-TZVPD basis set.

XYZ file:
```
19
Properties=species:S:1:pos:R:3
H 0.29506 1.47506 1.49809
C -0.41900 0.66966 1.28651
C -1.58466 0.58288 1.88647
C 0.02889 -0.37535 0.23762
C 1.44098 -0.97223 0.52977
C -0.20614 0.16060 -1.18795
O -0.64942 -0.71794 -2.14364
H 0.11258 -1.43904 -2.17709
O 0.93137 0.82916 -1.74578
O 1.00590 2.20250 -1.16814
H 0.47152 2.72107 -1.83652
O -0.92496 -1.42947 0.42441
O -0.54724 -2.42718 -0.51489
H -2.31166 -0.12891 1.62782
H -1.88405 1.35803 2.58906
H 2.16678 -0.15723 0.49856
H 1.47807 -1.43716 1.52203
H 1.68058 -1.74990 -0.21770
H -1.08461 0.83545 -1.10862
```

Results
Energy above the lowest of the compared OMol25 structures with the same formula, charge and spin in eV: 3.629
HOMO-LUMO gap (alpha / beta) in eV: 10.9 / 9.0
Multiplicity: 2


A cluster of 6 separate species, C4H23N3O5 in total, computed with ωB97M-V with the def2-TZVPD basis set.

XYZ file:
```
35
Properties=species:S:1:pos:R:3
N -1.61309 1.39188 1.99255
C -1.60546 0.03977 1.44002
C -2.10095 -0.09243 0.00420
N -0.97260 -0.44516 -0.92226
C -0.85643 0.43035 -2.10632
C 0.58137 0.61740 -2.55065
N 1.34497 1.46736 -1.58618
H -0.74145 1.88845 1.91224
H -2.37006 1.93147 1.60097
H -2.15921 -0.58823 2.15050
H -0.64212 -0.46853 1.55355
H -2.70006 -1.01145 0.00276
H -2.66648 0.73386 -0.41548
H -0.15108 -0.53693 -0.34081
H -1.35554 -0.03855 -2.95587
H -1.26167 1.39889 -1.82171
H 1.16409 -0.28054 -2.77080
H 0.57163 1.20190 -3.47582
H 2.29583 1.65382 -1.87193
H 1.37241 0.88951 -0.75076
H 1.29496 -2.19414 -0.04911
H 2.29137 -1.83773 1.11611
O 1.71076 -1.46711 0.44452
H -0.62907 -3.71890 0.32875
H -0.54408 -2.79041 -0.83173
O -0.02605 -3.49539 -0.39993
H 3.64187 0.24436 0.63005
H 2.87548 1.50205 0.30589
O 3.75011 1.12553 0.25155
H -1.26775 -1.86019 3.53923
H 0.15946 -2.02890 3.18890
O -0.63471 -2.55761 3.30303
H -0.38974 4.14581 -0.13768
H 0.14517 2.84297 -0.91059
O -0.62423 3.40727 -0.70398
```

Results
Energy above the lowest of the compared OMol25 structures with the same formula, charge and spin in eV: 0.010
HOMO-LUMO gap in eV: 9.0
SMILES string: NCCNCCN.O.O.O.O.O


A structure of composition C55H108F6N10O17S6, computed with ωB97M-V with the def2-TZVPD basis set.

XYZ file:
```
202
Properties=species:S:1:pos:R:3
C 7.05229 23.93602 27.02628
C 8.18253 24.04307 25.93866
C 9.30872 23.04555 26.20137
C 8.84584 21.65601 25.85549
C 8.46994 21.36529 24.38858
C 7.37044 22.21787 23.85763
N 7.47396 23.63618 24.56157
O 6.80430 24.50801 24.02738
C 5.96098 21.66782 24.28605
C 7.32363 22.46505 22.33797
C 8.67073 25.50362 25.72887
H 6.05338 24.28098 26.76747
H 7.40129 24.49893 27.85094
H 6.97602 22.89766 27.36295
H 9.47180 23.06657 27.27546
H 10.17253 23.24343 25.60837
H 7.94340 21.41876 26.50315
H 9.64225 20.96458 26.10769
H 8.15441 20.33176 24.32821
H 9.39663 21.45064 23.79407
H 5.85323 20.75603 23.78956
H 5.18138 22.34015 23.90734
H 5.92983 21.49469 25.34439
H 8.24927 22.96080 22.01653
H 6.54086 23.21198 22.13353
H 7.19164 21.56725 21.75848
H 7.97205 26.26904 25.47256
H 9.50429 25.55077 25.04364
H 8.96637 25.85980 26.69475
C 8.05157 16.60479 15.37105
C 7.96358 15.75423 16.62052
C 7.31121 16.52920 17.80724
C 5.95029 17.18499 17.38213
C 4.92907 16.00854 17.19135
C 5.46486 14.76908 16.46434
N 6.98850 14.72762 16.31984
O 7.42676 13.59737 15.85281
C 4.88331 14.92889 15.01550
C 4.99114 13.44640 16.92396
C 9.34194 15.24609 17.02145
H 8.83256 16.14899 14.72727
H 8.40644 17.65472 15.61839
H 7.26453 16.71725 14.65569
H 8.02401 17.31553 18.04893
H 7.22431 15.98259 18.70798
H 6.17807 17.77217 16.52944
H 5.51657 17.84882 18.12867
H 4.04233 16.35008 16.67505
H 4.54433 15.77707 18.16454
H 3.75889 14.86615 15.07827
H 5.16721 14.07547 14.38703
H 5.12263 15.86617 14.53999
H 5.08015 12.60846 16.22109
H 3.95389 13.59579 17.17368
H 5.51023 13.14937 17.78963
H 10.04556 16.11992 17.01352
H 9.75934 14.64804 16.17179
H 9.40922 14.59960 17.92221
C 15.81116 19.88402 19.23667
C 16.43765 20.69506 20.40011
C 15.79116 22.08540 20.58757
C 16.14941 22.63952 21.98423
C 15.71693 21.66685 23.14382
C 16.42428 20.33231 23.14554
N 16.20056 19.79186 21.68821
O 15.99964 18.58710 21.50407
C 15.87038 19.18818 24.06317
C 17.93729 20.41325 23.24596
C 17.99286 20.78015 20.14944
H 14.86407 19.38607 19.52390
H 16.53120 19.21618 18.76353
H 15.51195 20.64808 18.50072
H 14.64438 21.92660 20.54901
H 15.99136 22.75512 19.71091
H 15.63646 23.57179 22.09347
H 17.21576 22.89022 22.15760
H 14.61252 21.68991 23.20854
H 16.00403 22.11684 24.08069
H 15.51380 19.60423 25.01913
H 16.70201 18.44078 24.20309
H 15.05753 18.68764 23.50364
H 18.48634 19.49288 23.09780
H 18.11056 20.47399 24.33731
H 18.34506 21.25476 22.67138
H 18.48884 21.59907 20.73870
H 17.95163 20.93512 19.07733
H 18.42090 19.77858 20.32904
C 3.06950 11.88089 22.46345
C 2.74725 11.50719 23.90456
N 3.86504 11.80695 24.84450
C 4.90376 10.76128 24.66719
C 4.53215 13.14896 24.64813
C 3.63158 14.34530 24.85794
C 3.31369 11.70930 26.37429
C 2.43312 10.43342 26.74032
O 3.29727 9.23740 26.80374
C 2.66014 8.01001 27.20847
H 3.41275 12.92245 22.39967
H 2.26489 11.69598 21.79971
H 3.91635 11.31406 22.09846
H 2.39946 10.47857 23.98703
H 1.94377 12.06780 24.37294
H 5.85548 10.99000 25.16157
H 5.03312 10.71660 23.56279
H 4.63401 9.82185 25.12348
H 4.77553 13.12491 23.61804
H 5.41927 13.23144 25.22492
H 2.71679 14.24462 24.25489
H 4.05978 15.31894 24.53272
H 3.31943 14.51916 25.89698
H 2.61269 12.57554 26.54376
H 4.25449 11.68459 27.00514
H 1.65183 10.27594 26.02463
H 1.99697 10.57226 27.75761
H 3.43875 7.24797 27.01725
H 1.69297 7.69929 26.82994
H 2.60562 8.03341 28.30925
C 17.52072 4.28943 29.98987
C 16.25124 4.09972 29.21213
N 16.37112 4.45375 27.72383
C 17.16617 3.41823 26.92198
C 14.91258 4.44672 27.18204
C 14.21622 3.09895 27.45819
C 16.97424 5.86527 27.59279
C 16.83391 6.58697 26.30504
O 17.19535 5.77968 25.16043
C 17.43327 6.64020 23.99469
H 17.83664 5.27755 29.94408
H 18.36781 3.61466 29.72986
H 17.24841 4.00378 31.01131
H 15.39762 4.67361 29.61886
H 15.98422 3.02705 29.19739
H 17.10107 3.81878 25.88264
H 16.74204 2.40691 26.96565
H 18.23611 3.48629 27.22769
H 14.94659 4.65417 26.07772
H 14.49663 5.26679 27.69227
H 14.74891 2.21714 27.08121
H 13.21581 3.02943 26.94022
H 14.07497 2.95984 28.49544
H 18.01683 5.72525 27.85275
H 16.60330 6.45222 28.43136
H 17.59599 7.38501 26.34599
H 15.87242 7.09753 26.09001
H 18.32226 7.34439 24.09105
H 16.45315 7.13068 23.70920
H 17.60384 6.01919 23.15630
C 17.84182 12.86580 21.71623
N 17.46517 12.10229 20.50136
C 17.34850 10.77671 20.54552
C 16.93669 10.04389 19.46904
C 16.61722 10.72274 18.29618
C 16.69634 12.11051 18.30249
C 17.15013 12.79108 19.40058
C 15.88893 10.03817 17.11659
C 14.72296 9.27814 17.31242
C 14.16235 8.60243 16.27501
N 14.63546 8.76228 15.04957
C 15.64596 9.61627 14.81925
C 16.33957 10.26662 15.81389
C 13.93620 8.05555 13.94108
H 18.08128 12.13268 22.42950
H 17.14880 13.53108 22.12369
H 18.69963 13.44847 21.39692
H 17.65298 10.20924 21.43628
H 16.84788 8.97660 19.55073
H 16.32965 12.66313 17.44163
H 17.13515 13.88896 19.46805
H 14.51483 9.07180 18.30089
H 13.37076 7.89155 16.46548
H 15.86800 9.86291 13.77161
H 17.29108 10.77093 15.62253
H 14.19565 7.01973 13.77984
H 14.06850 8.63573 13.03920
H 12.90071 8.07188 14.24080
N 11.40669 20.81852 23.12194
S 12.18165 19.60220 22.39290
O 12.11718 18.48658 23.29681
O 13.38962 19.83495 21.61637
F 11.14868 19.37429 21.25281
S 11.57190 22.38358 22.63249
O 12.84801 22.82377 22.10384
O 10.97866 23.21141 23.57239
F 10.54588 22.36171 21.46821
N 5.88157 14.61663 22.14882
S 7.12027 15.25242 22.90481
O 6.86513 15.09366 24.26542
O 7.55477 16.55551 22.43055
F 8.29703 14.25774 22.57675
S 5.70276 14.77552 20.64423
O 4.32509 14.67366 20.37772
O 6.64418 14.02586 19.85908
F 6.15677 16.27924 20.34833
N 14.24530 11.12158 20.31091
S 13.56122 9.75955 20.78094
O 14.41992 8.69869 20.38015
O 12.16040 9.73380 20.42040
F 13.65093 9.66167 22.34226
S 13.81683 12.58544 20.15278
O 12.45912 12.83811 20.39448
O 14.37964 13.23228 19.06328
F 14.65387 13.30738 21.48908
```

Results
HOMO-LUMO gap in eV: 6.7
Net charge: +4


A cluster of 2 separate species, C31H49F2N4O9 in total, computed with ωB97M-V with the def2-TZVPD basis set.

XYZ file:
```
95
Properties=species:S:1:pos:R:3
C 4.61578 -2.56283 1.65926
C 5.09692 -1.34550 0.89714
O 4.59400 -1.31379 -0.42788
C 3.64970 -0.31591 -0.73360
C 2.41275 -0.97614 -1.35123
O 1.21062 -0.23061 -1.07990
C 0.20749 -0.92542 -0.34817
C -0.12264 -2.27700 -1.00485
C 0.41385 -3.52369 -0.26591
O -0.47081 -3.93571 0.76630
C 0.72543 -4.67001 -1.24208
N 2.00408 -5.31569 -0.92730
C 0.69376 -1.06167 1.10430
N 0.11822 0.14839 1.83791
C -0.53464 1.08213 0.85314
C -1.60183 1.99703 1.53941
C -1.75742 1.86246 3.06590
C -2.64272 0.68374 3.51599
C -3.44164 0.99396 4.78269
O -4.60020 0.16391 4.86893
C -4.35466 -1.11434 5.25270
O -3.71137 -1.41690 6.21730
C 0.51839 2.08714 0.36355
O 0.29638 2.86022 -0.51192
N 1.75934 2.13402 1.13526
C 1.82026 3.30144 1.90228
O 0.89149 3.88108 2.36411
F 3.07967 3.62727 2.13947
C -1.00110 0.07389 -0.23590
C -2.36732 -0.58272 0.07001
C -2.50175 -1.70448 1.07960
N -3.34058 -2.65007 0.97429
C -1.18164 0.68048 -1.65492
C -2.41468 1.56418 -1.86940
O -3.40953 0.84938 -2.61992
C -4.62210 0.72867 -2.02654
O -5.07483 1.58144 -1.30069
C -5.34532 -0.55825 -2.33017
C -4.83720 -1.32471 -3.54967
H 3.52640 -2.65347 1.67968
H 4.95386 -2.50541 2.69588
H 5.02413 -3.48390 1.24542
H 4.85941 -0.43279 1.45208
H 6.18627 -1.38804 0.83548
H 3.32775 0.22816 0.15475
H 4.09544 0.39636 -1.42696
H 2.51075 -0.98392 -2.43652
H 2.39437 -1.99628 -0.97590
H 0.27745 -2.29095 -2.01602
H -1.19927 -2.39782 -1.11789
H 1.34045 -3.30887 0.26882
H -1.27977 -4.29328 0.38097
H -0.09694 -5.39142 -1.20234
H 0.76917 -4.30641 -2.27003
H 1.95487 -6.31356 -1.06889
H 2.27916 -5.13939 0.02839
H 1.76816 -1.04076 1.27103
H 0.33748 -1.94757 1.62605
H 0.80263 0.60122 2.44463
H -0.56686 -0.23574 2.49201
H -2.58061 1.86605 1.08838
H -1.32550 3.03279 1.35963
H -2.21905 2.78340 3.41665
H -0.77728 1.78931 3.54144
H -3.32822 0.40482 2.71472
H -2.04196 -0.20282 3.75503
H -3.74704 2.03554 4.81784
H -2.81310 0.78991 5.65169
H -4.79527 -1.86248 4.58387
H 2.52172 2.15138 0.45150
H -2.71588 -1.01526 -0.86822
H -3.09475 0.18186 0.33716
H -1.90295 -1.73176 1.99066
H -3.89387 -2.56611 0.11804
H -0.32546 1.26140 -1.95751
H -1.25770 -0.14822 -2.36132
H -2.85051 1.95774 -0.95620
H -2.11915 2.42892 -2.46084
H -6.38336 -0.27090 -2.49793
H -5.33577 -1.17228 -1.42856
H -5.35572 -2.28094 -3.62037
H -3.77313 -1.53990 -3.47104
H -5.04905 -0.77863 -4.46505
F 3.93240 2.79920 -0.69651
C 3.92974 3.46114 -1.89707
C 4.54797 4.68864 -1.96758
C 4.54559 5.35392 -3.18483
C 3.92651 4.78877 -4.29142
C 3.30729 3.55176 -4.18556
C 3.30709 2.87225 -2.97569
H 5.01986 5.11036 -1.09042
H 5.03011 6.31671 -3.26706
H 3.92650 5.31372 -5.23635
H 2.82087 3.11248 -5.04550
H 2.83063 1.90565 -2.87168
```

Results
Energy above the lowest of the compared OMol25 structures with the same formula, charge and spin in eV: 0.000
HOMO-LUMO gap in eV: 9.0
Net charge: +1


no.,maximum force (eV Å⁻¹)
1,4.22
2,2.58
3,7.57
4,1.26